Entry from the Open Molecules 2025 dataset: a molecular structure, C6H24B2O2Rb5 (ωB97M-V/def2-TZVPD).

Structure (ORCA input):
```
! wB97M-V def2-TZVPD RIJCOSX def2/J DEFGRID3
* xyz 3 1
Rb -1.4312 -0.6117 0.6655
Rb 1.5961 3.3952 -0.4720
Rb 0.2629 2.2400 3.7374
Rb 3.5439 -1.1800 -0.8426
Rb 1.7308 -2.5429 3.1459
B 1.3525 0.5459 1.0267
H 2.3551 1.1404 1.2483
H 1.4364 0.1191 -0.0435
H 1.2640 -0.4204 1.6716
H 0.4520 1.2348 1.1406
B 2.5116 -0.0485 4.7653
H 2.8574 1.0949 4.8731
H 1.4447 0.0186 4.2785
H 3.2919 -0.5117 3.9910
H 2.5493 -0.6007 5.8339
C 0.3622 -4.4354 -0.6134
C 0.3927 -3.5602 -1.8460
C -0.6116 -3.9615 -2.9078
O 0.0895 -2.1931 -1.3622
H 0.8998 -5.3717 -0.7307
H -0.6813 -4.6311 -0.3611
H 0.8113 -3.8706 0.2114
H 1.3885 -3.4916 -2.2981
H -0.6907 -5.0459 -2.9640
H -0.3549 -3.5736 -3.8932
H -1.5903 -3.5458 -2.6608
H 0.3663 -1.5786 -2.0487
C -2.5225 3.6166 0.1994
C -2.2665 3.0401 -1.1655
C -1.9445 4.0823 -2.2148
O -1.1904 2.0360 -1.0409
H -3.2297 4.4370 0.0615
H -1.6238 4.0662 0.6302
H -2.9870 2.9103 0.8862
H -3.1216 2.4569 -1.5093
H -1.2763 4.8649 -1.8402
H -2.8550 4.5875 -2.5338
H -1.4868 3.6359 -3.1000
H -1.0948 1.6522 -1.9179
*
```

Values from the calculation:
**DFT total energy**: -562.73743 Ha
**Orbital gap**: 7.7 eV
**HOMO**: -0.59670 Ha
**LUMO**: -0.3149 hartree

Löwdin population analysis, charges in e, atoms 1 to 4: Rb 0.970; Rb 0.958; Rb 0.939; Rb 0.960